C2H8N3O | the ωB97M-V functional and the def2-TZVPD basis

The geometry in XYZ format:
```
14
C2H8N3O (the ωB97M-V functional and the def2-TZVPD basis)
C 0.013 -0.207 -1.194
C 0.316 0.268 2.172
N 0.363 -0.155 -2.513
N 0.189 0.901 -0.436
N -0.461 -1.238 -0.488
O -0.029 1.149 3.074
H 0.969 -0.507 2.601
H -0.593 -1.041 0.526
H 0.750 0.792 -2.656
H 0.208 -0.824 -3.212
H 0.359 1.696 -0.944
H 0.063 0.797 0.617
H -0.926 -2.105 -0.762
H 0.080 1.066 4.014
```

The energy relative to the best compared isomer or geometry (same formula, charge and spin) is 87.1 kcal per mole. For the orbital gap, the calculation gives 9.60 eV. The HOMO energy is -0.5080 Ha. For the calculated total energy, the calculation gives -8712.6970 eV. As for the charge: +1.